No. 1
ORCA calculation (ωB97M-V/def2-TZVPD) on a structure of composition C9H24IrO3P2.

Properties
- Max |F|: 5.18 eV/Å
- Spin multiplicity: 6
- Charge: +2
- Gap between HOMO and LUMO (alpha / beta): 5.4 / 6.5 eV

XYZ file:
```
39
Properties=species:S:1:pos:R:3:mulliken_spin:R:1
Ir -0.07408 -0.17386 0.08231 2.05
H 0.55091 0.94150 1.25606 0.04
H 1.32417 0.55248 0.83524 0.22
P -1.41238 1.64210 -0.25387 0.16
P 1.77928 -1.25162 -0.67127 0.27
C 1.43931 -3.02576 -0.97847 0.03
H 2.36438 -3.53258 -1.28612 0.02
H 1.05027 -3.47174 -0.05271 0.00
H 0.68835 -3.12130 -1.77303 0.00
C 2.61297 -0.71117 -2.19867 0.00
H 2.98562 0.31275 -2.08298 0.01
H 3.45491 -1.38305 -2.42595 0.01
H 1.89634 -0.74096 -3.02713 0.00
C 3.04938 -1.24866 0.64356 0.03
H 2.61518 -1.65738 1.56582 0.00
H 3.89996 -1.86828 0.33837 0.02
H 3.38615 -0.22231 0.82988 0.00
C -1.31436 2.63392 -1.79062 0.02
H -2.06477 3.43734 -1.79452 0.01
H -0.31695 3.07739 -1.88803 0.01
H -1.49040 1.98201 -2.65203 -0.01
C -3.17900 1.18311 -0.10676 0.05
H -3.34710 0.72597 0.87522 0.00
H -3.81287 2.07144 -0.20959 0.02
H -3.43872 0.45484 -0.88275 0.00
C -1.25672 2.90420 1.06559 0.05
H -0.25602 3.35022 1.05923 0.00
H -2.00037 3.69277 0.90236 0.02
H -1.43379 2.44487 2.04461 0.00
C -1.43242 -1.53578 0.31951 0.30
O -2.42206 -2.12979 0.21759 0.08
H -0.27397 0.19554 -1.47854 0.56
C 0.20445 -3.15586 3.72326 0.10
C -0.34526 -2.10601 2.78944 -0.09
O -0.91634 -1.10993 3.23819 0.83
O -0.16150 -2.38168 1.51637 0.18
H 0.60591 -2.66326 4.60864 0.00
H 0.96099 -3.76331 3.23123 0.02
H -0.60657 -3.82305 4.04606 0.00
```

---

No. 2
ORCA calculation (ωB97M-V/def2-TZVPD) on a structure of composition C21H48INNiO10P2.

Properties
- Max |F|: 1.30 eV/Å
- Spin multiplicity: 3
- ΔE to the lowest compared entry with this formula, charge and spin: 17.3 kcal/mol
- Charge: +2
- Gap between HOMO and LUMO (alpha / beta): 9.8 / 9.0 eV

XYZ file:
```
84
Properties=species:S:1:pos:R:3:mulliken_spin:R:1
Ni -1.25396 1.02495 -0.58987 1.81
C -1.55476 2.88215 2.07793 0.00
O -1.92966 1.64145 1.48693 0.02
C -3.30046 1.32525 1.72963 0.00
C -3.54886 -0.05805 1.13603 0.00
O -3.24506 -0.11325 -0.25207 0.02
C -4.29246 0.33935 -1.11057 0.00
C -3.78506 1.50265 -1.96567 0.00
O -2.99656 2.31725 -1.09997 0.02
C -2.96996 3.67455 -1.50717 0.00
H -1.63806 2.81595 3.16963 0.00
H -2.18856 3.70095 1.72463 0.00
H -0.52016 3.07165 1.79683 0.00
H -3.94466 2.08765 1.26833 0.00
H -3.50266 1.29905 2.80813 0.00
H -4.58226 -0.36715 1.30873 0.00
H -2.87066 -0.77595 1.60263 0.00
H -5.14126 0.67385 -0.50747 0.00
H -4.60716 -0.48955 -1.75207 0.00
H -4.63116 2.07635 -2.36017 0.00
H -3.16896 1.14615 -2.80207 0.00
H -3.96156 4.12115 -1.37427 0.00
H -2.68516 3.75435 -2.55907 0.00
H -2.25366 4.18815 -0.86797 0.00
C 4.52674 -0.54545 -1.17617 0.00
C 3.06744 -0.18015 -1.40227 0.00
C 2.51814 -0.82905 -2.66637 0.00
O 2.27424 -0.66755 -0.29117 0.00
P 1.53964 0.31495 0.69173 0.00
O 0.68764 1.37375 0.05373 0.05
C 0.59054 -0.90295 1.64183 0.00
P -0.22566 -1.86355 0.30783 0.00
O -0.64366 -0.92835 -0.77997 0.04
O 0.67224 -2.94495 -0.36277 0.00
C 1.36604 -4.10825 0.16513 0.00
C 1.31404 -4.23455 1.67813 0.00
C 2.80814 -4.04125 -0.31737 0.00
O -1.41986 -2.51785 1.12793 0.00
C -2.44046 -3.44395 0.65423 0.00
C -2.18216 -4.83205 1.22063 0.00
C -2.53726 -3.45825 -0.85777 0.00
O 2.68944 0.96315 1.53893 0.00
C 2.72654 2.33605 2.00193 0.00
C 4.17774 2.78965 1.94563 0.00
C 2.16764 2.42435 3.41183 0.00
H 5.14634 -0.09585 -1.94767 0.00
H 4.65384 -1.62315 -1.21427 0.00
H 4.86444 -0.19295 -0.20617 0.00
H 2.95254 0.91265 -1.43207 0.00
H 2.70524 -1.89835 -2.62907 0.00
H 3.01064 -0.43195 -3.55087 0.00
H 1.43934 -0.69595 -2.73157 0.00
H -0.17296 -0.39365 2.22663 0.00
H 1.23254 -1.48815 2.28943 0.00
H 0.86374 -4.96275 -0.30477 0.00
H 2.05174 -3.58475 2.14603 0.00
H 1.55614 -5.26165 1.94643 0.00
H 0.32404 -4.00385 2.06283 0.00
H 3.27734 -3.13805 0.06493 0.00
H 2.85294 -4.04065 -1.40197 0.00
H 3.35164 -4.90805 0.04963 0.00
H -3.36856 -3.04805 1.08603 0.00
H -1.32076 -5.29105 0.74403 0.00
H -3.04906 -5.45945 1.03463 0.00
H -2.01926 -4.78955 2.29453 0.00
H -1.64556 -3.91035 -1.28987 0.00
H -2.62796 -2.44215 -1.23317 0.00
H -3.41056 -4.03555 -1.15577 0.00
H 2.11384 2.92675 1.31203 0.00
H 4.78374 2.19405 2.62593 0.00
H 4.23754 3.83165 2.25023 0.00
H 4.57484 2.69175 0.93913 0.00
H 2.80954 1.87655 4.09673 0.00
H 1.16164 2.01035 3.46023 0.00
H 2.14024 3.46535 3.72123 0.00
N 1.45564 2.17935 -3.27657 0.00
C 0.35834 2.72645 -2.76477 0.00
O -0.58146 2.05375 -2.33297 0.02
C 0.32744 4.23385 -2.74987 0.00
I 0.62294 4.85245 -0.70867 0.00
H 1.53534 1.17095 -3.29457 0.00
H 2.20324 2.73155 -3.66207 0.00
H -0.63846 4.61175 -3.07507 0.00
H 1.12374 4.68425 -3.33537 0.00
```

---

No. 3
ORCA calculation (ωB97M-V/def2-TZVPD) on a cluster of 2 separate species, C3H3FN2 in total.

Properties
- Max |F|: 6.66 eV/Å
- ΔE to the lowest compared entry with this formula, charge and spin: 141.8 kcal/mol
- Charge: 0
- Gap between HOMO and LUMO (alpha / beta): 8.3 / 8.3 eV

XYZ file:
```
9
Properties=species:S:1:pos:R:3:lowdin_charge:R:1
C 1.19860 1.51571 0.11937 -0.24
C 0.96704 0.18849 0.04165 -0.15
C -1.41487 -0.30356 -0.01377 0.15
N 1.18086 2.62544 0.40838 0.18
N 1.66883 -0.80072 -0.12302 0.06
F 1.13027 -2.09052 -0.26122 -0.07
H -1.66094 0.40236 -0.81187 0.02
H -1.78486 -0.17484 1.01923 0.03
H -1.28494 -1.36237 -0.37875 0.02
```

---

No. 4
ORCA calculation (ωB97M-V/def2-TZVPD) on a cluster of 2 separate species, C10H23NSi in total.

Properties
- SMILES string: CC=[Si](CC)CC.C/C=N/CC
- Max |F|: 4.32 eV/Å
- ΔE to the lowest compared entry with this formula, charge and spin: 65.7 kcal/mol
- Charge: 0
- Gap between HOMO and LUMO: 8.2 eV

XYZ file:
```
35
Properties=species:S:1:pos:R:3:lowdin_charge:R:1
C 2.48860 -1.07107 -1.46315 -0.21
C 1.23607 -0.56847 -0.89034 -0.35
Si -0.20268 -1.47328 -0.50208 0.88
C -2.02599 -0.53998 -0.61612 -0.30
C -1.82269 0.69942 -1.49493 -0.19
C -0.51352 -3.39566 -0.51758 -0.36
C -0.36470 -3.91638 -1.93282 -0.19
H 2.44041 -0.79081 -2.54369 0.09
H 2.57646 -2.09765 -1.30461 0.03
H 3.39615 -0.62323 -1.02019 0.07
H 1.26189 0.48035 -0.58719 0.01
H -2.73703 -1.07229 -1.18396 0.04
H -2.43148 -0.21857 0.31552 0.03
H -1.06228 1.38180 -1.05064 0.06
H -1.44778 0.39033 -2.38146 0.01
H -2.84318 1.13062 -1.67232 0.09
H 0.06256 -3.93981 0.27140 0.07
H -1.50609 -3.56273 -0.25586 0.02
H 0.64892 -4.36664 -2.02952 0.08
H -1.01664 -4.80239 -2.10565 0.07
H -0.61341 -3.16533 -2.68218 0.06
C 0.43186 4.12787 0.30165 -0.10
C 0.18396 3.06793 1.29924 -0.25
N 0.95208 2.04635 1.33979 0.02
C 1.01445 1.07986 2.40898 -0.27
C -0.28904 0.76160 3.18322 -0.07
H 0.82816 3.82079 -0.68533 0.08
H -0.53653 4.64573 0.11508 0.08
H 1.20157 4.81452 0.65796 0.07
H -0.46233 3.42282 2.10335 0.12
H 1.77760 1.53407 2.95437 0.09
H 1.40030 0.19743 1.98501 0.06
H -0.47325 -0.19990 3.69116 0.08
H -0.46619 1.41038 3.92123 0.01
H -1.08624 0.79232 2.37163 0.08
```

---

No. 5
ORCA calculation (ωB97M-V/def2-TZVPD) on a cluster of 10 separate species, C21H16Cl36N2O3P2 in total.

Properties
- SMILES string: CCP(CC)c1c(P(N)O)ccc2c1C(=O)NC2=O.ClC(Cl)(Cl)Cl.ClC(Cl)(Cl)Cl.ClC(Cl)(Cl)Cl.ClC(Cl)(Cl)Cl.ClC(Cl)(Cl)Cl.ClC(Cl)(Cl)Cl.ClC(Cl)(Cl)Cl.ClC(Cl)(Cl)Cl.ClC(Cl)(Cl)Cl
- Max |F|: 3.63 eV/Å
- Charge: 0
- Gap between HOMO and LUMO: 7.2 eV

XYZ file:
```
80
Properties=species:S:1:pos:R:3:lowdin_charge:R:1
C -3.71194 2.21781 0.04409 -0.21
C -3.96148 0.65536 -0.09031 -0.41
P -2.33919 -0.19576 0.17749 0.98
C -2.80948 -1.92766 0.80794 -0.40
C -3.29818 -2.75466 -0.46461 -0.17
C -1.33070 -0.51381 -1.32857 -0.32
C -0.03248 -1.20080 -1.23506 -0.30
P 0.56655 -1.67210 0.48581 0.78
N 1.87897 -0.53821 0.81862 -0.18
O 1.19967 -3.22607 0.30180 -0.35
C 0.73995 -1.46003 -2.44769 -0.07
C 0.28633 -1.09083 -3.77786 -0.11
C -0.96700 -0.41868 -3.85850 -0.06
C -1.75159 -0.11890 -2.64663 -0.05
C -2.95743 0.63335 -3.22282 -0.38
O -3.63027 1.56687 -2.92632 0.13
N -3.14447 -0.01401 -4.53271 0.15
C -1.79282 0.11324 -5.06368 -0.40
O -1.45594 0.52369 -6.11898 0.15
H -4.56523 2.78948 -0.38427 0.06
H -2.83450 2.42880 -0.62683 0.05
H -3.41470 2.52727 1.06755 0.04
H -4.54525 0.37924 -0.99438 0.07
H -4.61678 0.39097 0.78581 0.09
H -3.66809 -1.84621 1.51101 0.07
H -1.93949 -2.43870 1.27866 -0.02
H -2.42773 -3.02453 -1.11721 0.07
H -3.81753 -3.69416 -0.16371 0.06
H -3.96736 -2.11822 -1.09876 0.02
H 2.61841 -0.76803 0.13682 -0.02
H 1.54029 0.37921 0.50266 -0.05
H 1.67332 -3.39495 1.13898 0.02
H 1.69998 -1.99401 -2.29156 0.10
H 0.86264 -1.29836 -4.70602 -0.02
H -3.60076 0.76449 -5.04227 0.14
Cl -3.18405 5.96608 0.05172 0.52
C -3.74724 5.85981 1.72892 -2.04
Cl -3.92614 7.49129 2.39531 0.52
Cl -5.31290 5.02834 1.77719 0.53
Cl -2.56663 4.95459 2.69294 0.51
Cl -6.05656 -3.10045 -2.69393 0.53
C -6.91194 -4.50561 -2.03877 -2.04
Cl -8.49274 -4.65493 -2.82389 0.52
Cl -5.96073 -5.96898 -2.34183 0.52
Cl -7.13619 -4.29813 -0.29297 0.52
Cl -0.48541 -1.33283 3.11903 0.47
C -1.26028 -2.13103 4.50096 -2.00
Cl -0.14160 -2.15162 5.87949 0.52
Cl -2.73342 -1.24710 4.94691 0.52
Cl -1.68438 -3.79426 4.06063 0.50
Cl 5.03495 -2.52805 -6.11964 0.53
C 4.38247 -0.89929 -5.87579 -2.00
Cl 4.32055 -0.04791 -7.42670 0.54
Cl 2.74356 -1.01346 -5.19834 0.60
Cl 5.42097 -0.00748 -4.75204 0.51
Cl 1.74671 1.87042 -3.33694 0.57
C 2.84484 2.17806 -1.98415 -1.99
Cl 1.90404 2.63055 -0.55009 0.52
Cl 3.78729 0.71440 -1.64265 0.54
Cl 3.94679 3.49909 -2.40405 0.54
Cl 3.58191 2.38222 2.26971 0.47
C 2.36454 2.15522 3.53782 -2.01
Cl 2.74231 3.21591 4.90619 0.52
Cl 0.76429 2.56671 2.89087 0.50
Cl 2.35928 0.47228 4.08720 0.51
Cl 4.23875 5.81124 2.07043 0.51
C 5.32883 6.12178 3.43116 -2.03
Cl 4.38133 6.58469 4.85577 0.51
Cl 6.25192 4.65269 3.78684 0.47
Cl 6.44132 7.43531 3.01040 0.53
Cl 0.41594 -8.29726 1.37618 0.53
C -0.20595 -6.65859 1.63443 -2.02
Cl -0.32898 -5.82124 0.08113 0.55
Cl -1.81067 -6.74854 2.38336 0.51
Cl 0.89936 -5.77145 2.70098 0.52
Cl 9.94912 3.37035 3.44067 0.52
C 9.11228 1.94509 4.07774 -2.04
Cl 7.52151 1.80350 3.31007 0.49
Cl 10.06725 0.49399 3.73023 0.52
Cl 8.90798 2.11352 5.82902 0.52
```

---

No. 6
ORCA calculation (ωB97M-V/def2-TZVPD) on a cluster of 2 separate species, FH3N2 in total.

Properties
- Max |F|: 3.10 eV/Å
- ΔE to the lowest compared entry with this formula, charge and spin: 87.4 kcal/mol
- Charge: 0
- Gap between HOMO and LUMO (alpha / beta): 7.4 / 7.4 eV

XYZ file:
```
6
Properties=species:S:1:pos:R:3:lowdin_charge:R:1
N 0.10216 -0.91033 0.88521 0.08
N -0.25018 0.77778 -0.92094 0.09
F 0.36942 0.01529 -1.83844 -0.14
H 0.18074 -0.09775 1.50998 -0.04
H -0.84680 -1.25583 0.98948 -0.04
H 0.44466 1.47085 -0.62530 0.04
```